(1)
Entry from OMol25: 2 unconnected molecules or ions with the total composition C5H6N2O at a distorted geometry (ωB97M-V/def2-TZVPD).

## Properties
2S+1: 1
Total charge: 0
Frontier orbital gap, hartree: 0.3318
Energy above the lowest of the compared OMol25 structures with the same formula, charge and spin, eV: 2.042
Max |F|, eV Å⁻¹: 3.54

Geometry as XYZ:
```
14
Properties=species:S:1:pos:R:3:forces:R:3
N 1.17347 -0.51874 -1.76021 -0.04 0.79 0.71
C 1.16081 0.29857 -0.93561 -0.43 -2.28 -0.79
C 1.18845 1.31225 0.02811 0.50 1.11 -0.36
C 1.15570 1.23510 1.36105 -0.17 -0.99 -0.46
C 0.80274 0.06558 2.11587 0.68 1.78 2.99
C 0.40377 -1.05781 1.58732 -1.21 -1.26 -0.20
O -0.07165 -2.00189 1.12500 0.51 0.24 0.20
H 1.35824 2.19759 -0.53872 0.29 1.21 0.44
H 1.39871 2.02985 2.03330 -0.07 0.89 -0.36
H 0.78917 0.31394 3.25446 -0.11 -1.46 -2.16
N -2.37579 -1.26681 -2.16591 2.42 -0.69 0.62
H -1.70531 -0.66716 -2.61449 0.32 0.08 -0.94
H -3.23025 -0.82530 -2.27394 -2.14 1.00 -0.06
H -2.04805 -1.11518 -1.21624 -0.56 -0.42 0.37
```
Positions in Å, forces in eV/Å.

These are the Mulliken partial charges, in e, on atoms 1 to 5: -0.423, 0.187, -0.439, -0.012, -0.589

=====

(2)
Entry from OMol25: a gas-phase ion, H3N4O2 (charge -1) at a distorted geometry (ωB97M-V/def2-TZVPD).

## Properties
2S+1: 1
Total charge: -1
Frontier orbital gap, hartree: 0.2604
Energy above the lowest of the compared OMol25 structures with the same formula, charge and spin, eV: 0.956
Max |F|, eV Å⁻¹: 3.71

Geometry as XYZ:
```
9
Properties=species:S:1:pos:R:3:forces:R:3
N 1.23560 -0.32366 1.52106 2.91 -1.21 -1.96
N -0.08201 0.03236 1.32619 -1.74 0.24 -0.48
N -0.41571 -0.05084 0.03033 1.30 0.70 0.13
O 0.47562 -0.19480 -0.86592 0.40 -0.15 -0.90
N -1.64299 0.10793 -0.27110 -1.92 0.28 0.44
O -1.91914 0.17742 -1.66508 1.42 0.30 -0.35
H 1.57369 -0.79334 0.59203 -0.80 0.54 1.94
H 1.89936 0.48257 1.46672 -0.92 0.01 0.23
H -1.12444 0.56235 -2.13423 -0.64 -0.71 0.96
```
Positions in Å, forces in eV/Å.

These are the Mulliken partial charges, in e, on atoms 1 to 5: -0.481, -0.699, 1.339, -0.920, -0.626

=====

(3)
Entry from OMol25: a gas-phase ion, C21H21Cl2N2O2 (charge +1) (ωB97M-V/def2-TZVPD).

## Properties
2S+1: 1
Total charge: +1
Frontier orbital gap, hartree: 0.3094
Energy above the lowest of the compared OMol25 structures with the same formula, charge and spin, eV: 0.146
Max |F|, eV Å⁻¹: 0.64

Geometry as XYZ:
```
48
Properties=species:S:1:pos:R:3:forces:R:3
C -2.51156 -2.38767 0.77177 -0.47 -0.37 0.02
O -1.24028 -1.76882 0.83803 0.35 0.26 -0.11
C -0.92210 -0.70460 0.07330 -0.07 0.08 -0.15
C 0.30089 -0.11904 0.40653 -0.12 0.14 -0.05
C 0.81088 0.96826 -0.28120 -0.03 -0.08 0.07
C 2.14852 1.54664 0.08198 -0.56 0.04 0.20
N 3.18370 1.10384 -0.89460 0.38 0.23 -0.14
C 3.47567 -0.34539 -0.86895 -0.06 -0.61 -0.08
C 4.84592 -0.48410 -0.23651 0.21 0.13 0.10
C 5.44364 -1.68506 0.09833 0.06 0.14 0.02
C 6.71426 -1.64175 0.65841 -0.16 0.13 -0.09
C 7.33010 -0.41477 0.85877 -0.13 0.06 -0.06
C 6.65016 0.73584 0.49223 0.42 -0.09 0.19
N 5.43982 0.69095 -0.04087 -0.08 -0.22 -0.03
C 0.09308 1.48358 -1.35313 -0.01 -0.03 0.06
C -1.11661 0.91883 -1.69921 0.05 -0.19 -0.07
C -1.65310 -0.16252 -1.00460 0.23 -0.06 0.19
O -2.82144 -0.74921 -1.39572 0.34 -0.17 -0.11
C -3.95949 0.07252 -1.63881 -0.39 0.20 0.03
C -4.72401 0.30424 -0.35817 0.13 -0.08 -0.17
C -4.47515 1.40658 0.45817 -0.28 -0.18 0.12
Cl -3.28617 2.57823 0.00135 0.04 0.28 0.03
C -5.15801 1.60704 1.64712 0.05 0.03 -0.02
C -6.10909 0.68664 2.04872 0.09 0.00 -0.11
C -6.36966 -0.42806 1.27318 0.00 -0.11 -0.10
C -5.67693 -0.61517 0.08652 0.03 0.38 0.23
Cl -6.01085 -2.03016 -0.84266 -0.06 -0.23 -0.09
H -2.46026 -3.20765 1.48685 -0.03 0.07 -0.04
H -2.72101 -2.77863 -0.22418 0.01 0.02 0.15
H -3.30452 -1.69725 1.06896 0.05 -0.03 -0.03
H 0.81878 -0.53330 1.25870 0.08 -0.07 0.13
H 2.46034 1.22075 1.07481 0.11 0.03 -0.07
H 2.11714 2.63777 0.06032 0.15 -0.08 -0.01
H 2.91301 1.42440 -1.82445 0.12 -0.11 0.11
H 4.18047 1.46392 -0.60113 -0.55 0.21 -0.25
H 3.48756 -0.75975 -1.87941 -0.08 0.14 0.06
H 2.71213 -0.88027 -0.29971 0.04 0.12 -0.11
H 4.93682 -2.62114 -0.07118 -0.07 -0.12 -0.02
H 7.21501 -2.55620 0.93474 0.05 -0.09 0.03
H 8.31481 -0.35046 1.29056 0.10 0.03 0.04
H 7.07432 1.72081 0.62402 0.10 0.02 0.04
H 0.46305 2.33180 -1.90982 0.03 0.16 -0.08
H -1.65930 1.31939 -2.54090 -0.09 0.01 -0.07
H -3.68235 1.03003 -2.08464 -0.01 -0.15 0.00
H -4.57397 -0.49147 -2.34303 0.13 0.18 0.08
H -4.94348 2.47672 2.24723 0.03 0.08 0.03
H -6.64634 0.83804 2.97125 -0.06 0.01 0.09
H -7.10440 -1.15435 1.58103 -0.07 -0.08 0.01
```
Positions in Å, forces in eV/Å.

These are the Mulliken partial charges, in e, on atoms 1 to 5: -0.648, -0.483, 0.248, -0.516, 0.898

=====

| no. | E (eV) | E_HOMO (eV) |
| --- | --- | --- |
| 1 | -10307.5617 | -9.09 |
| 2 | -10099.4585 | -2.46 |
| 3 | -54231.6017 | -10.95 |